# 1
Below is one molecule with the formula C5H8S2 at a distorted geometry, with properties calculated with ωB97M-V/def2-TZVPD.

Structure (XYZ):
```
15
Properties=species:S:1:pos:R:3:forces:R:3:lowdin_charge:R:1
S -0.946 -1.007 2.663 0.606 1.517 -1.880 0.646
C -0.415 -0.331 1.208 -2.175 -3.313 2.614 -0.770
C 0.136 -1.272 0.136 1.709 -1.911 1.745 -0.259
C 0.986 -0.290 -0.656 -0.609 1.944 0.137 -0.212
C 0.009 1.004 -0.646 3.238 -0.237 -2.323 -0.694
S -1.333 0.695 -1.824 -0.508 0.174 -0.179 0.754
C -0.336 1.054 0.757 1.707 3.777 4.253 -0.306
H -0.596 -1.840 -0.507 0.404 1.073 0.683 0.108
H 0.659 -2.196 0.686 -0.757 2.248 -1.174 0.145
H 1.989 0.104 -0.319 -1.058 -1.113 0.222 0.134
H 1.032 -0.549 -1.662 0.628 -0.693 -1.765 0.061
H 0.747 1.859 -0.942 -2.141 -1.132 -0.050 0.145
H -1.718 -0.554 -1.399 0.352 0.941 -0.128 -0.114
H 0.736 1.353 1.268 -2.067 -0.616 -0.876 0.183
H -0.950 1.969 1.237 0.669 -2.658 -1.278 0.177
```
Positions in Å, forces in eV/Å.

Output
DFT total energy, Ha: -991.6055
ΔE to the lowest compared entry with this formula, charge and spin, kcal/mol: 50.7
Molar mass, g mol⁻¹: 132.253
Structure (SMILES): S=C1CC[C@@H](S)C1
Net charge: 0
Frontier orbital gap, eV: 8.1
HOMO, eV: -8.54

# 2
Below is one molecule with the formula C5H8S2 at a distorted geometry, with properties calculated with ωB97M-V/def2-TZVPD.

Structure (XYZ):
```
15
Properties=species:S:1:pos:R:3:forces:R:3:lowdin_charge:R:1
C 0.562 -0.234 0.394 -3.314 -0.519 -0.380 -0.475
C 1.503 -1.103 0.267 0.079 -1.933 0.801 -0.260
C -2.672 0.311 0.041 2.343 -0.345 2.644 -0.694
C -1.627 1.306 -0.435 0.698 -0.995 -2.614 -0.538
C 2.887 -0.754 0.005 1.784 4.618 1.712 -0.116
S -1.981 -1.387 0.042 1.067 1.106 0.252 0.477
S -0.111 1.258 0.592 0.032 0.115 -0.501 0.943
H 1.359 -2.178 0.477 -0.560 0.683 -0.249 0.129
H -2.847 0.676 1.076 -0.852 -0.733 -0.488 0.065
H -3.497 0.279 -0.605 -1.260 0.373 -0.685 0.036
H -1.563 1.141 -1.559 1.016 0.040 1.316 0.109
H -1.837 2.343 -0.362 -0.809 1.091 0.463 0.041
H 3.493 -0.525 0.967 -1.101 -0.811 -1.051 0.112
H 2.872 0.348 -0.396 0.486 -2.210 -0.159 0.116
H 3.458 -1.481 -0.504 0.390 -0.481 -1.061 0.056
```
Positions in Å, forces in eV/Å.

Output
DFT total energy, Ha: -991.5425
ΔE to the lowest compared entry with this formula, charge and spin, kcal/mol: 90.2
Molar mass, g mol⁻¹: 132.253
Net charge: 0
Frontier orbital gap (spin up / spin down), eV: 6.8 / 7.0
HOMO (spin up / spin down), eV: -7.75 / -7.84

# 3
Below is one molecule with the formula C5H8S2 at a distorted geometry, with properties calculated with ωB97M-V/def2-TZVPD.

Structure (XYZ):
```
15
Properties=species:S:1:pos:R:3:forces:R:3:lowdin_charge:R:1
C 1.110 0.176 1.444 1.920 1.891 -1.475 -0.134
C 0.217 -0.071 0.228 -2.295 2.452 -1.037 -0.878
C 0.832 0.174 -1.118 -2.961 5.091 -2.262 -0.231
S -0.730 -1.599 0.115 0.371 -1.575 0.676 0.890
C -2.404 -1.086 -0.051 1.328 -0.196 -0.695 -0.499
C -2.576 0.207 -0.053 -1.605 1.958 0.699 -0.624
S -1.328 1.372 0.190 1.642 -1.453 0.516 0.838
H 0.978 -0.608 2.115 -0.323 -1.129 1.499 0.026
H 0.815 1.179 1.901 0.716 -1.441 -0.437 0.083
H 2.284 0.164 1.163 -2.762 0.239 0.436 0.132
H 0.026 0.124 -2.020 1.769 0.062 2.339 0.125
H 1.538 -0.490 -1.345 3.057 -2.884 -0.783 0.006
H 1.323 1.267 -1.244 -1.083 -2.353 0.595 0.129
H -3.153 -1.774 -0.386 -0.130 -0.495 0.373 0.067
H -3.585 0.637 -0.010 0.354 -0.168 -0.443 0.071
```
Positions in Å, forces in eV/Å.

Output
DFT total energy, Ha: -991.6106
ΔE to the lowest compared entry with this formula, charge and spin, kcal/mol: 47.4
Molar mass, g mol⁻¹: 132.253
Structure (SMILES): CC1(C)SC=CS1
Net charge: 0
Frontier orbital gap, eV: 8.3
HOMO, eV: -7.71

# 4
Below is C5H8S2 as an isolated structure at a distorted geometry, with properties calculated with ωB97M-V/def2-TZVPD.

Structure (XYZ):
```
15
Properties=species:S:1:pos:R:3:forces:R:3:lowdin_charge:R:1
C -0.284 -0.205 0.992 -0.407 2.050 -0.994 -0.701
C -0.847 0.780 -0.166 1.231 -1.668 0.225 -0.519
C 0.461 1.000 -0.940 -0.276 0.026 0.113 -0.229
C 1.002 -0.442 -1.012 -1.552 -1.016 -0.627 -0.205
C -0.088 -1.216 -0.163 0.535 0.474 -0.017 -0.519
H -0.689 -0.021 3.293 0.013 -0.019 -0.006 -0.150
H 0.622 0.281 1.409 -0.281 -0.798 -0.029 0.103
H -1.455 1.618 -0.003 -0.790 1.085 0.599 0.083
H 0.314 1.333 -1.963 -0.121 0.564 0.124 0.101
H 1.093 1.702 -0.355 -0.156 -0.396 -0.584 0.120
H 1.903 -0.521 -0.467 1.431 -0.305 0.041 0.086
H 1.026 -0.803 -2.091 0.338 0.257 1.600 0.127
H 0.040 -2.270 0.091 0.084 0.191 -0.320 0.108
S -1.444 -0.572 2.334 0.040 -0.221 -0.273 0.731
S -1.653 -0.663 -0.961 -0.088 -0.225 0.149 0.864
```
Positions in Å, forces in eV/Å.

Output
DFT total energy, Ha: -991.6429
ΔE to the lowest compared entry with this formula, charge and spin, kcal/mol: 27.2
Molar mass, g mol⁻¹: 132.253
Net charge: 0
Frontier orbital gap, eV: 9.4
HOMO, eV: -8.68

# 5
Below is C5H9BF2NO2SbSe4W as an isolated structure at a distorted geometry, with properties calculated with ωB97M-V/def2-TZVPD.

Structure (XYZ):
```
26
Properties=species:S:1:pos:R:3:forces:R:3:lowdin_charge:R:1
W 0.143 0.062 1.394 0.674 -0.828 1.466 0.611
Se -0.853 3.395 2.797 -0.211 -0.056 0.040 0.530
Sb 1.215 2.531 1.707 -0.263 -0.040 -0.201 0.114
Se 0.440 1.466 -0.545 0.086 0.410 -0.831 0.169
Se 1.592 -0.536 3.060 -0.300 0.027 -0.228 0.217
Se 3.074 3.936 1.491 0.245 0.057 0.039 -0.087
O 1.324 -3.415 -0.985 0.007 -0.019 0.008 0.057
C 1.311 -2.228 -0.638 -0.082 -0.044 0.043 -0.573
O 0.560 -1.720 0.237 -0.013 0.052 -0.431 -0.208
C 2.332 -1.319 -1.367 -0.018 0.043 -0.012 -0.198
N 2.979 -2.239 -2.374 -0.007 -0.005 -0.004 0.073
C 4.445 -2.334 -2.074 -0.004 -0.002 -0.009 -0.104
C 4.521 -1.953 -0.604 0.010 -0.011 0.010 -0.139
C 3.486 -0.835 -0.488 0.001 0.024 -0.014 -0.131
H 1.811 -0.511 -1.873 -0.001 -0.011 0.003 0.083
H 2.785 -1.974 -3.334 0.003 0.000 -0.004 0.178
H 2.453 -3.134 -2.125 0.007 -0.004 0.002 0.139
H 4.965 -1.609 -2.699 0.000 -0.002 0.000 0.131
H 4.796 -3.335 -2.311 0.005 0.003 0.003 0.130
H 5.522 -1.636 -0.322 0.000 -0.002 0.002 0.124
H 4.241 -2.803 0.020 0.001 0.002 -0.003 0.128
H 3.879 0.108 -0.873 0.003 0.000 0.000 0.130
H 3.161 -0.661 0.534 -0.014 -0.005 0.038 0.062
F -1.505 -0.845 1.421 0.036 -0.027 -0.090 -0.438
B -1.241 1.442 2.552 -0.316 0.406 0.094 -1.065
F -2.428 1.045 2.977 0.150 0.034 0.079 0.067
```
Positions in Å, forces in eV/Å.

Output
DFT total energy, Ha: -10538.9601
ΔE to the lowest compared entry with this formula, charge and spin, kcal/mol: 11.2
Molar mass, g mol⁻¹: 785.380
Net charge: 0
Frontier orbital gap (spin up / spin down), eV: 6.1 / 6.1
HOMO (spin up / spin down), eV: -7.67 / -7.67

# 6
Below is C5H9BLaO2 as an isolated structure at a distorted geometry, with properties calculated with ωB97M-V/def2-TZVPD.

Structure (XYZ):
```
18
Properties=species:S:1:pos:R:3:forces:R:3:lowdin_charge:R:1
C -2.526 0.211 1.989 0.017 -1.448 -0.154 0.276
C -1.820 0.854 1.263 1.194 0.125 -0.729 -0.081
C -0.906 1.520 0.347 0.850 0.836 -0.550 -0.133
B -0.174 0.249 -0.323 -1.706 -0.347 0.507 -0.403
C -0.976 -0.607 -1.368 0.256 0.334 0.069 0.003
C 1.364 -0.053 0.159 -0.202 -1.730 0.447 -0.249
O 1.892 -1.271 -0.339 -0.492 1.776 -1.176 -0.150
O 3.102 -1.566 0.335 0.377 0.172 0.231 0.076
H -3.035 -0.621 2.442 -0.352 0.578 0.444 0.098
H -1.480 2.067 -0.414 0.141 0.219 0.315 0.136
H -0.176 2.156 0.866 -0.573 0.282 0.091 0.124
H -1.969 -0.158 -1.497 0.278 0.005 -0.254 0.109
H -0.504 -0.713 -2.378 -0.198 -0.245 0.125 0.078
H -1.168 -1.643 -1.026 0.495 0.119 -0.189 0.131
H 2.052 0.843 -0.125 0.310 -0.412 2.648 -0.003
H 1.352 -0.145 1.263 0.087 0.867 -0.186 0.196
H 2.832 -2.234 1.000 0.092 -0.169 -0.147 0.172
La 1.992 1.159 -2.076 -0.573 -0.963 -1.491 2.619
```
Positions in Å, forces in eV/Å.

Output
DFT total energy, Ha: -401.3339
Molar mass, g mol⁻¹: 250.843
Net charge: +3
Frontier orbital gap, eV: 4.4
HOMO, eV: -20.04

- Which of these has the lowest DFT total energy?
  C5H9BF2NO2SbSe4W

- Number 1 is which compound?
  C5H8S2

What did the first record say?
Below is one molecule with the formula C5H8S2 at a distorted geometry, with properties calculated with ωB97M-V/def2-TZVPD.

Structure (XYZ):
```
15
Properties=species:S:1:pos:R:3:forces:R:3:lowdin_charge:R:1
S -0.946 -1.007 2.663 0.606 1.517 -1.880 0.646
C -0.415 -0.331 1.208 -2.175 -3.313 2.614 -0.770
C 0.136 -1.272 0.136 1.709 -1.911 1.745 -0.259
C 0.986 -0.290 -0.656 -0.609 1.944 0.137 -0.212
C 0.009 1.004 -0.646 3.238 -0.237 -2.323 -0.694
S -1.333 0.695 -1.824 -0.508 0.174 -0.179 0.754
C -0.336 1.054 0.757 1.707 3.777 4.253 -0.306
H -0.596 -1.840 -0.507 0.404 1.073 0.683 0.108
H 0.659 -2.196 0.686 -0.757 2.248 -1.174 0.145
H 1.989 0.104 -0.319 -1.058 -1.113 0.222 0.134
H 1.032 -0.549 -1.662 0.628 -0.693 -1.765 0.061
H 0.747 1.859 -0.942 -2.141 -1.132 -0.050 0.145
H -1.718 -0.554 -1.399 0.352 0.941 -0.128 -0.114
H 0.736 1.353 1.268 -2.067 -0.616 -0.876 0.183
H -0.950 1.969 1.237 0.669 -2.658 -1.278 0.177
```
Positions in Å, forces in eV/Å.

Output
DFT total energy, Ha: -991.6055
ΔE to the lowest compared entry with this formula, charge and spin, kcal/mol: 50.7
Molar mass, g mol⁻¹: 132.253
Structure (SMILES): S=C1CC[C@@H](S)C1
Net charge: 0
Frontier orbital gap, eV: 8.1
HOMO, eV: -8.54

- Among the records above, which one has the highest net charge?
  C5H9BLaO2